## w
{
  "formula": "C5H10O",
  "method": "the ωB97M-V functional and the def2-TZVPD basis",
  "homo_ev": -10.273,
  "species": ["O", "C", "C", "C", "C", "C", "H", "H", "H", "H", "H", "H", "H", "H", "H", "H"],
  "coordinates": [[-0.59192, -0.82926, 1.60106], [-1.17115, 0.18792, -0.57115], [-0.26843, -1.04279, -0.73333], [0.69686, -0.77836, 0.36319], [1.08409, 0.67408, 0.33915], [-0.20765, 1.33887, -0.17978], [-1.86098, 0.00502, 0.25606], [-1.75775, 0.39338, -1.46304], [-0.77741, -1.99709, -0.56574], [0.23960, -1.07093, -1.70155], [1.59480, -1.46274, 0.38804], [0.30265, -1.22615, 1.76880], [1.42117, 1.04077, 1.31668], [1.92453, 0.82987, -0.35514], [-0.64529, 1.98002, 0.58720], [0.01688, 1.95741, -1.05043]]
}

## x
{
  "formula": "C5H10O",
  "method": "the ωB97M-V functional and the def2-TZVPD basis",
  "homo_ev": [-7.511, -7.062],
  "species": ["O", "C", "C", "C", "C", "C", "H", "H", "H", "H", "H", "H", "H", "H", "H", "H"],
  "coordinates": [[1.73133, 0.16556, 1.54794], [1.53237, -0.53839, 0.42247], [0.29261, -0.58232, -0.26594], [-1.12915, -0.72822, 0.43237], [-1.74624, 0.36213, -0.43435], [-0.28827, 0.80644, -0.63558], [0.96733, 0.74389, 1.69649], [1.95489, 0.75569, -1.12106], [2.34909, -1.22410, 0.22828], [0.36054, -1.23034, -1.14442], [-1.08252, -0.45368, 1.48975], [-1.51210, -1.74759, 0.32949], [-2.20912, -0.03151, -1.34528], [-2.42702, 1.05908, 0.05754], [-0.02236, 1.55820, 0.12657], [1.22863, 1.08515, -1.38426]]
}

Result of the stability comparison: w is the most stable of them.

## w
{
  "formula": "C5H10O",
  "method": "the ωB97M-V functional and the def2-TZVPD basis",
  "homo_ev": -9.745,
  "species": ["C", "C", "C", "C", "C", "H", "H", "H", "H", "H", "H", "H", "H", "H", "H", "O"],
  "coordinates": [[1.50576, 0.19685, -0.74717], [0.11992, 0.02836, 0.00004], [0.33839, -0.60107, 1.35338], [-1.03962, -0.70285, -0.80914], [-1.01303, 1.20061, 0.12818], [1.71562, -0.82074, -1.18623], [1.40626, 1.08517, -1.54388], [2.35925, 0.60546, -0.12876], [0.84283, 0.06663, 2.07126], [0.83791, -1.55868, 1.17921], [-0.75120, -0.77365, 1.78100], [-1.27601, -1.80329, -0.48136], [-0.85491, -0.78565, -1.86299], [-1.11009, 1.53873, 1.16360], [-1.02801, 2.08688, -0.54295], [-2.05308, 0.23726, -0.37419]]
}

## x
{
  "formula": "C5H10O",
  "method": "the ωB97M-V functional and the def2-TZVPD basis",
  "homo_ev": -9.949,
  "species": ["C", "C", "C", "C", "C", "O", "H", "H", "H", "H", "H", "H", "H", "H", "H", "H"],
  "coordinates": [[1.52307, -0.27219, 0.56324], [0.27426, 0.56492, 0.13487], [0.68610, 1.34779, -1.14306], [-0.91464, -0.54366, -0.04479], [-2.10327, -1.09504, 0.75255], [-2.40196, -0.65671, -0.52333], [1.47336, -0.61561, 1.60175], [2.44566, 0.32002, 0.46254], [1.66518, -1.15510, -0.07423], [0.12140, 1.30582, 0.93238], [1.58824, 1.95976, -0.96160], [-0.08943, 2.03336, -1.49203], [0.94589, 0.67211, -1.96798], [-0.43867, -1.22439, -0.73871], [-2.17863, -2.16682, 0.98777], [-2.59658, -0.47427, 1.51063]]
}

Result of the stability comparison: w is the most stable of them.

## w
{
  "formula": "C5H10O",
  "method": "the ωB97M-V functional and the def2-TZVPD basis",
  "homo_ev": -7.761,
  "species": ["C", "C", "C", "C", "C", "O", "H", "H", "H", "H", "H", "H", "H", "H", "H", "H"],
  "coordinates": [[-1.02198, -0.84910, -1.21615], [-1.06818, -0.62504, 0.28362], [0.24498, -0.28302, 0.94589], [1.56229, -0.31246, 0.18644], [-0.52328, 0.96185, 0.78108], [-0.24772, 1.90057, -0.17875], [-0.54253, -0.02295, -1.75610], [-2.02767, -0.98747, -1.62530], [-0.45990, -1.76592, -1.44912], [-1.80580, 0.20711, 0.57869], [0.36972, -0.62254, 1.97215], [2.26760, 0.37585, 0.67425], [2.01355, -1.30578, 0.20853], [1.47168, -0.01568, -0.86300], [-0.94325, 1.37791, 1.70564], [0.71048, 1.96668, -0.24786]]
}

## x
{
  "formula": "C5H10O",
  "method": "the ωB97M-V functional and the def2-TZVPD basis",
  "homo_ev": -8.749,
  "species": ["C", "C", "C", "C", "C", "O", "H", "H", "H", "H", "H", "H", "H", "H", "H", "H"],
  "coordinates": [[-1.82606, 0.57036, 0.20959], [-0.94964, -0.58356, -0.25932], [0.34958, -0.50509, 0.45909], [1.80657, -0.94962, -0.05212], [1.39625, 0.47046, 0.14559], [1.21966, 1.08589, -1.11123], [-1.30753, 1.52421, 0.05166], [-2.03509, 0.49220, 1.28373], [-2.77322, 0.59980, -0.32968], [-1.44582, -1.54467, -0.06492], [-0.74526, -0.52733, -1.32962], [0.29050, -0.68851, 1.54298], [1.56687, -1.76562, 0.59763], [1.99925, -1.18155, -1.09450], [1.78954, 1.14290, 0.90024], [0.66440, 1.86012, -0.94913]]
}

Result of the stability comparison: x is the most stable of them.

## w
{
  "formula": "C9H11NO2",
  "method": "the ωB97M-V functional and the def2-TZVPD basis",
  "homo_ev": -8.884,
  "species": ["C", "C", "C", "C", "C", "C", "C", "C", "C", "H", "H", "H", "H", "H", "H", "H", "H", "H", "H", "H", "N", "O", "O"],
  "coordinates": [[3.52537, -0.75936, -0.50799], [1.36193, -0.15165, 0.12067], [1.68652, 1.10058, -0.12807], [0.73555, 2.20192, -0.04801], [-0.54001, 2.01715, 0.22546], [-0.77007, 0.62886, 0.55165], [-2.17117, 0.19907, 0.60964], [0.06036, -0.42562, 0.37401], [-0.55000, -1.91642, 0.65198], [3.77809, 0.00532, 0.34190], [3.34207, -0.17014, -1.46954], [4.25993, -1.72399, -0.64486], [2.67126, 1.40624, -0.06314], [1.22679, 3.16492, -0.33233], [-1.25572, 2.72604, 0.17776], [-2.72898, 1.09713, 0.65777], [-2.36688, -0.50298, 1.33690], [-1.76156, -1.71715, -0.39223], [-0.97289, -2.23016, 2.11510], [0.65053, -2.55847, 0.32774], [-2.44071, -0.08696, -0.93608], [2.26737, -1.17157, -0.02703], [-3.49094, -0.86033, -0.79779]]
}

## x
{
  "formula": "C9H11NO2",
  "method": "the ωB97M-V functional and the def2-TZVPD basis",
  "homo_ev": -9.284,
  "species": ["C", "C", "C", "C", "C", "C", "C", "C", "C", "H", "H", "H", "H", "H", "H", "H", "H", "H", "H", "H", "N", "O", "O"],
  "coordinates": [[-2.25967, 0.15456, 0.88075], [-1.90630, -1.07738, 0.11327], [0.18499, 0.03447, -0.77820], [0.32102, 1.28529, -1.27754], [1.31395, 2.16497, -0.76262], [2.28226, 1.74723, 0.04277], [2.25250, 0.42906, 0.47904], [1.15112, -0.46552, 0.12791], [1.21601, -1.82957, 0.73394], [-1.37822, 0.73953, 1.35566], [-2.55968, 0.91377, 0.20130], [-2.94088, -0.02359, 1.69059], [-2.81097, -1.57442, -0.30248], [-1.58815, -1.92268, 0.67824], [-1.59850, -0.22434, -1.64379], [-0.46658, 1.63801, -1.95188], [1.41219, 3.14462, -1.29848], [3.04297, 2.43657, 0.33483], [2.91998, 0.12883, 1.25868], [0.00613, -2.15609, -0.59910], [-0.98128, -0.78640, -0.99979], [0.64829, -2.69561, -0.06462], [1.73884, -2.06130, 1.78153]]
}

## y
{
  "formula": "C9H11NO2",
  "method": "the ωB97M-V functional and the def2-TZVPD basis",
  "homo_ev": -8.793,
  "species": ["C", "C", "C", "C", "C", "C", "C", "C", "C", "N", "O", "O", "H", "H", "H", "H", "H", "H", "H", "H", "H", "H", "H"],
  "coordinates": [[-2.01020, 0.73777, 0.70093], [-3.32755, 0.35518, 0.59865], [-2.34029, -0.38020, -1.21378], [-1.36018, 0.34337, -0.46408], [1.95962, 1.05871, -0.20171], [0.08747, 0.34781, -0.87572], [1.22994, -0.27137, 0.06220], [1.93021, -1.52206, -0.53550], [1.05055, -0.33506, 1.60163], [0.85319, 1.60385, -0.69745], [3.07118, 1.45612, -0.21198], [-3.55413, -0.30630, -0.56256], [-1.60078, 1.34074, 1.54971], [-4.13081, 0.84193, 1.06002], [-2.24754, -0.79971, -2.22886], [0.08813, -0.10101, -1.96591], [2.56890, -1.27125, -1.41779], [1.27166, -2.35429, -0.63347], [2.43376, -1.76235, 0.45222], [0.64181, -1.34189, 1.82786], [0.49939, 0.43152, 2.15812], [2.09320, -0.58832, 2.14478], [0.79244, 2.51681, -1.14732]]
}

Result of the stability comparison: x is the most stable of them.

## w
{
  "formula": "C4H12",
  "method": "the ωB97M-V functional and the def2-TZVPD basis",
  "homo_ev": -11.064,
  "species": ["C", "C", "H", "H", "H", "H", "H", "H", "C", "C", "H", "H", "H", "H", "H", "H"],
  "coordinates": [[1.32356, -1.77481, 0.54937], [1.48675, -0.91356, -0.69529], [0.76201, -1.22325, 1.31791], [0.51327, -2.51717, 0.46306], [2.19136, -2.14952, 1.07954], [1.12787, 0.10172, -0.50626], [0.72407, -1.25091, -1.40117], [2.46579, -1.00056, -1.15329], [-1.03327, 1.76252, -0.54624], [-1.55725, 0.93422, 0.61118], [0.04852, 1.82548, -0.51792], [-1.39630, 1.51957, -1.54105], [-1.39818, 2.78548, -0.37188], [-0.86228, 0.12405, 0.84039], [-2.47454, 0.37304, 0.35368], [-1.92137, 1.40371, 1.51798]]
}

## x
{
  "formula": "C4H12",
  "method": "the ωB97M-V functional and the def2-TZVPD basis",
  "homo_ev": -10.717,
  "species": ["C", "C", "H", "H", "H", "H", "H", "H", "C", "C", "H", "H", "H", "H", "H", "H"],
  "coordinates": [[1.70059, 0.69402, -0.16385], [2.21640, 1.36493, 1.11350], [1.63384, -0.31763, 0.16583], [0.75431, 1.18510, -0.67429], [2.34530, 0.77144, -0.93951], [1.51522, 1.79562, 1.80275], [2.88065, 2.28221, 0.84515], [2.82126, 0.63228, 1.68393], [-1.48933, -0.91180, 0.06447], [-2.42300, -1.21645, -1.06772], [-1.97846, 0.04944, 0.58975], [-1.61987, -1.81703, 0.64378], [-0.25696, -0.62788, -0.10720], [-3.48192, -1.39121, -0.69411], [-2.14325, -2.15659, -1.56881], [-2.47478, -0.33646, -1.69366]]
}

## y
{
  "formula": "C4H12",
  "method": "the ωB97M-V functional and the def2-TZVPD basis",
  "homo_ev": -11.340,
  "species": ["C", "C", "H", "H", "H", "H", "H", "H", "C", "C", "H", "H", "H", "H", "H", "H"],
  "coordinates": [[-0.41935, 0.69215, -2.25286], [-0.37601, -0.72757, -1.71715], [0.07912, 1.45480, -1.66105], [-0.08147, 0.79284, -3.28721], [-1.39064, 1.15171, -2.32988], [-0.51853, -1.47241, -2.52745], [-1.22034, -0.76540, -1.02286], [0.47962, -0.91219, -1.09900], [0.60918, 0.53790, 2.48048], [0.32869, -0.64815, 1.47761], [1.38911, 1.22453, 2.16797], [-0.32019, 1.09843, 2.58701], [0.78180, 0.12339, 3.48066], [0.31811, -1.57633, 2.01851], [1.00514, -0.52925, 0.63213], [-0.66427, -0.44445, 1.05310]]
}

## z
{
  "formula": "C4H12",
  "method": "the ωB97M-V functional and the def2-TZVPD basis",
  "homo_ev": -11.488,
  "species": ["C", "C", "H", "H", "H", "H", "H", "H", "C", "C", "H", "H", "H", "H", "H", "H"],
  "coordinates": [[2.08968, -0.79135, -0.85644], [1.75840, 0.53180, -1.67972], [2.94226, -1.32989, -1.19320], [2.03047, -0.74354, 0.22330], [1.32131, -1.50542, -1.20343], [2.32806, 0.76757, -2.59654], [1.83324, 1.39240, -1.02633], [0.61231, 0.43659, -1.87353], [-1.25321, -0.18213, 1.25064], [-2.62229, 0.57196, 1.35810], [-0.94828, -0.51777, 2.23028], [-1.11236, -1.09664, 0.68414], [-0.42348, 0.36756, 0.92380], [-2.82683, 0.89586, 2.30378], [-2.38595, 1.35288, 0.56766], [-3.34334, -0.14988, 0.88749]]
}

Result of the stability comparison: y is the most stable of them.

## w
{
  "formula": "C4H12",
  "method": "the ωB97M-V functional and the def2-TZVPD basis",
  "homo_ev": -11.293,
  "species": ["C", "C", "H", "H", "H", "H", "H", "H", "C", "C", "H", "H", "H", "H", "H", "H"],
  "coordinates": [[-0.77446, 2.24740, -0.35808], [-0.55058, 2.12715, 1.16225], [-0.38376, 3.20855, -0.69036], [-0.17885, 1.45926, -0.81480], [-1.83710, 2.19661, -0.54643], [-1.06344, 1.20754, 1.43544], [-0.94250, 2.98181, 1.71679], [0.49027, 2.14063, 1.48111], [-0.06699, -2.09366, -0.06028], [1.20914, -2.29116, -0.85961], [-0.31171, -1.03689, -0.16440], [-0.87925, -2.78349, -0.25526], [0.16158, -2.22915, 0.99737], [1.41402, -3.12562, -1.54168], [2.00022, -2.53795, -0.12648], [1.71342, -1.47102, -1.37559]]
}

## x
{
  "formula": "C4H12",
  "method": "the ωB97M-V functional and the def2-TZVPD basis",
  "homo_ev": -11.858,
  "species": ["C", "C", "H", "H", "H", "H", "H", "H", "C", "C", "H", "H", "H", "H", "H", "H"],
  "coordinates": [[0.94172, 1.66722, 0.46218], [1.24642, 2.60841, 1.62935], [-0.09624, 1.33407, 0.49559], [1.09555, 2.16607, -0.49558], [1.58176, 0.78590, 0.49714], [2.29242, 2.91723, 1.60183], [1.06327, 2.11033, 2.57993], [0.63789, 3.50999, 1.56927], [-1.05266, -1.55397, -0.55939], [-1.12819, -2.72723, -1.53382], [-0.30032, -0.82622, -0.86697], [-2.00832, -1.03147, -0.48909], [-0.79250, -1.89282, 0.44431], [-1.86026, -3.45693, -1.18692], [-0.16338, -3.22148, -1.63100], [-1.45717, -2.38910, -2.51682]]
}

## y
{
  "formula": "C4H12",
  "method": "the ωB97M-V functional and the def2-TZVPD basis",
  "homo_ev": -11.624,
  "species": ["C", "C", "H", "H", "H", "H", "H", "H", "C", "C", "H", "H", "H", "H", "H", "H"],
  "coordinates": [[0.85315, -2.10109, -1.40676], [1.01178, -0.69264, -2.00572], [1.78939, -2.66821, -1.41549], [0.48944, -2.09252, -0.38123], [0.15574, -2.68650, -2.02494], [-0.01000, -0.32343, -2.12557], [1.69707, -0.75099, -2.84352], [1.45732, 0.03594, -1.31662], [-1.06512, 0.77676, 2.13110], [-0.80744, 1.99797, 1.27483], [-1.86432, 1.01060, 2.84607], [-1.47951, -0.08973, 1.62881], [-0.25993, 0.40001, 2.75881], [-1.72696, 2.46274, 0.93224], [-0.27615, 2.76302, 1.84777], [-0.21400, 1.79815, 0.38835]]
}

## z
{
  "formula": "C4H12",
  "method": "the ωB97M-V functional and the def2-TZVPD basis",
  "homo_ev": -11.179,
  "species": ["C", "C", "H", "H", "H", "H", "H", "H", "C", "C", "H", "H", "H", "H", "H", "H"],
  "coordinates": [[0.39541, -1.60280, 1.04867], [-0.50988, -2.35531, 0.04153], [1.27550, -1.37844, 0.43994], [-0.11326, -0.88226, 1.72907], [0.64456, -2.39446, 1.72767], [0.00757, -2.99880, -0.63854], [-1.13487, -3.03499, 0.55750], [-1.18029, -1.66416, -0.51748], [0.58324, 1.56627, -0.19923], [-0.48676, 2.43936, -0.86422], [1.13325, 2.07728, 0.56725], [0.06028, 0.78741, 0.33495], [1.28505, 1.11675, -0.97152], [0.05877, 2.61026, -1.74822], [-0.43750, 3.39976, -0.47582], [-1.49117, 2.07649, -1.16528]]
}

Result of the stability comparison: x is the most stable of them.